{
  "formula": "C24H35AlN3O3S",
  "method": "ωB97M-V/def2-TZVPD",
  "energy_ev": -53480.2108,
  "charge": 3,
  "e_lumo_ev": -8.7,
  "gap_ev": 9.247,
  "largest_force_ev_per_a": 1.7,
  "e_above_lowest_ev": 0.823,
  "spin_multiplicity": 1,
  "species": ["Al", "C", "C", "C", "C", "C", "C", "C", "C", "C", "H", "H", "H", "H", "H", "H", "H", "H", "H", "H", "H", "H", "C", "C", "S", "O", "C", "C", "H", "H", "H", "H", "H", "H", "H", "H", "H", "H", "O", "C", "O", "C", "N", "C", "C", "C", "H", "H", "H", "H", "H", "H", "H", "H", "H", "N", "C", "C", "C", "C", "C", "N", "C", "H", "H", "H", "H"],
  "positions_angstrom": [[0.355, -0.091, 0.461], [2.430, -1.325, 3.343], [1.444, -0.229, 3.134], [1.655, 1.050, 3.608], [0.628, 2.003, 3.624], [0.894, 3.370, 4.132], [-0.659, 1.624, 3.236], [-0.926, 0.361, 2.741], [-2.324, -0.117, 2.561], [0.178, -0.541, 2.526], [2.087, -1.931, 4.186], [3.417, -0.946, 3.604], [2.496, -1.991, 2.483], [2.604, 1.309, 4.057], [1.208, 3.327, 5.176], [0.014, 4.006, 4.071], [1.719, 3.828, 3.586], [-1.478, 2.305, 3.415], [-2.674, -0.505, 3.519], [-2.392, -0.928, 1.838], [-3.005, 0.684, 2.284], [-0.071, -1.606, 2.469], [-0.516, 2.898, -3.500], [-1.175, 2.514, -2.188], [-0.035, 2.917, -0.810], [0.022, 1.510, -0.043], [-1.058, 3.961, 0.274], [-2.424, 3.408, 0.618], [-1.126, 2.561, -4.335], [0.469, 2.448, -3.598], [-0.416, 3.977, -3.587], [-1.354, 1.440, -2.117], [-2.114, 3.045, -2.057], [-1.123, 4.914, -0.252], [-0.453, 4.113, 1.166], [-3.134, 3.537, -0.192], [-2.823, 3.951, 1.473], [-2.362, 2.351, 0.873], [-0.946, -3.265, 0.338], [-1.151, -2.400, -0.471], [-0.605, -1.211, -0.427], [-2.124, -2.669, -1.638], [-2.691, -4.032, -1.413], [-2.401, -4.871, -2.616], [-1.132, -4.248, -3.171], [-1.400, -2.754, -2.996], [-2.907, -1.905, -1.642], [-3.690, -4.038, -1.186], [-2.178, -4.395, -0.578], [-3.224, -4.772, -3.324], [-2.292, -5.918, -2.338], [-0.974, -4.515, -4.213], [-0.258, -4.556, -2.597], [-2.055, -2.393, -3.789], [-0.486, -2.163, -3.016], [3.134, -0.686, -4.844], [3.282, -0.550, -3.720], [3.388, -0.381, -2.309], [4.616, -0.222, -1.659], [4.601, -0.050, -0.284], [3.395, -0.056, 0.399], [2.220, -0.227, -0.221], [2.223, -0.377, -1.551], [5.538, -0.230, -2.221], [5.521, 0.086, 0.261], [3.361, 0.081, 1.467], [1.251, -0.492, -2.017]],
  "nbo_charge": [2.09, -0.68, 0.13, -0.27, 0.15, -0.67, -0.22, 0.08, -0.66, -0.63, 0.28, 0.25, 0.23, 0.25, 0.28, 0.24, 0.25, 0.23, 0.28, 0.22, 0.24, 0.29, -0.63, -0.55, 1.26, -1.14, -0.56, -0.63, 0.26, 0.22, 0.24, 0.25, 0.26, 0.28, 0.26, 0.24, 0.26, 0.21, -0.57, 0.82, -0.94, -0.16, -0.52, -0.23, -0.43, -0.41, 0.26, 0.46, 0.47, 0.24, 0.26, 0.28, 0.23, 0.25, 0.23, -0.16, 0.21, -0.16, -0.03, -0.21, 0.10, -0.65, 0.10, 0.28, 0.27, 0.23, 0.22]
}


{
  "formula": "CH5OPS2",
  "method": "ωB97M-V/def2-TZVPD",
  "energy_ev": -34124.7692,
  "smiles": "COP=S.S",
  "e_lumo_ev": -0.8,
  "gap_ev": 8.625,
  "largest_force_ev_per_a": 2.3,
  "e_above_lowest_ev": 1.497,
  "spin_multiplicity": 1,
  "species": ["C", "O", "P", "S", "H", "H", "H", "S", "H", "H"],
  "positions_angstrom": [[-0.773, -0.539, -2.030], [-1.733, -0.474, -1.021], [-1.662, -1.151, 0.451], [-0.287, -2.488, 0.252], [-1.103, 0.097, -2.866], [-0.640, -1.633, -2.229], [0.205, -0.170, -1.629], [0.859, 0.705, 2.714], [1.429, 1.731, 3.211], [0.971, 1.165, 1.478]],
  "nbo_charge": [-0.27, -0.81, 0.98, -0.49, 0.20, 0.20, 0.18, -0.26, 0.13, 0.13]
}